# 1
ORCA calculation (the ωB97M-V functional and the def2-TZVPD basis) on a 2-piece molecular cluster, C4H6O2 overall.

Each line ends with the Löwdin charge.
Atoms and positions in Å:
1 C -1.36362 -0.86298 -0.03498  -0.10
2 C 0.67370 0.83654 2.45816  0.01
3 O 1.76528 0.59155 2.65124  0.03
4 C 0.63992 0.99517 -0.78267  -0.02
5 C 0.68830 -0.31133 -1.05181  -0.25
6 O -0.21796 -1.26833 -0.75702  -0.13
7 H -1.98361 -1.75340 0.08093  0.09
8 H -1.92612 -0.09097 -0.57554  0.10
9 H -1.08994 -0.47661 0.95408  0.06
10 H -0.18328 1.47776 -0.26520  0.04
11 H 1.46860 1.61985 -1.09856  0.05
12 H 1.52873 -0.75725 -1.57863  0.12

Forces on atoms 1 to 3 (eV/Å):
C -0.2 0.1 0.1
C 1.3 -0.3 0.3
O -1.3 0.3 -0.2

For the frontier orbital gap, the calculation gives 10.0909 eV. The charge is 0. The calculation puts the energy relative to the best compared isomer or geometry (same formula, charge and spin) at 40.6 kcal/mol.

# 2
ORCA calculation (the ωB97M-V functional and the def2-TZVPD basis) on C16H22BN7Sn as an isolated structure.

Each line ends with the Löwdin charge.
Atoms and positions in Å:
1 C 2.47772 -0.78263 -1.62640  -0.03
2 N 1.26216 -0.18356 -1.56745  -0.20
3 N 0.93330 0.32383 -2.77353  0.04
4 C 1.94115 0.04738 -3.61790  0.08
5 C 2.93102 -0.64736 -2.93553  0.07
6 B -0.35513 1.16549 -3.07366  -0.46
7 N -1.60244 0.37761 -2.59668  -0.01
8 N -1.66167 -0.19019 -1.36517  -0.11
9 C -2.87304 -0.79253 -1.23811  -0.04
10 C -3.59249 -0.59253 -2.42431  0.06
11 C -2.75624 0.14480 -3.25420  0.06
12 Sn 0.10670 -0.02722 -0.16695  1.42
13 N -0.29509 2.56152 -2.40498  -0.05
14 N -0.15172 2.70414 -1.05183  -0.01
15 C -0.05810 4.04835 -0.84596  -0.11
16 C -0.13875 4.75532 -2.07594  0.05
17 C -0.29274 3.75970 -3.03857  0.03
18 H 0.06295 4.43027 0.15249  0.11
19 H -0.40434 3.81734 -4.11578  0.16
20 H -0.10258 5.82479 -2.23106  0.14
21 H -0.40656 1.30673 -4.27073  0.15
22 H -2.89047 0.52230 -4.26470  0.17
23 H 1.87410 0.37489 -4.65315  0.18
24 H -4.59891 -0.95190 -2.65224  0.15
25 H 3.87738 -1.01953 -3.33689  0.16
26 H -3.12457 -1.32110 -0.33925  0.13
27 H 2.89857 -1.24292 -0.75393  0.11
28 H -0.85258 1.45270 0.63198  0.11
29 C -1.14793 0.58097 1.41705  0.13
30 H -2.10187 0.29766 1.23722  0.06
31 H -0.49351 -0.69586 1.25705  0.15
32 H -0.67473 0.72616 2.28418  0.05
33 C 2.23505 -1.82676 1.71754  0.06
34 C 2.60467 -0.43753 1.50079  -0.21
35 C 3.80370 0.09114 2.01089  0.14
36 C 3.84624 1.42948 1.66145  0.14
37 C 2.68121 1.71168 0.94854  -0.16
38 C 2.38667 3.03925 0.51159  0.06
39 N 1.93209 0.56581 0.82840  0.01
40 H 1.28911 -2.13524 1.24106  0.09
41 H 2.14491 -2.02462 2.80749  0.18
42 H 3.02986 -2.49354 1.31820  0.17
43 H 4.53562 -0.44126 2.57947  0.17
44 H 4.61815 2.12029 1.92305  0.17
45 H 3.19647 3.74547 0.78576  0.15
46 H 2.28747 3.05870 -0.58595  0.15
47 H 1.49970 3.34176 1.08926  0.13

Forces on atoms 1 to 3 (eV/Å):
C 0.6 0.2 -1.9
N 3.0 -0.6 -3.6
N 0.4 -0.3 -1.3

For the frontier orbital gap (alpha / beta), the calculation gives 3.8351 / 2.7835 eV. The charge is +4.

# 3
ORCA calculation (the ωB97M-V functional and the def2-TZVPD basis) on C30H48O30 as an isolated structure.

Each line ends with the Löwdin charge.
Atoms and positions in Å:
1 C -1.01546 3.50440 4.65482  -0.08
2 C -0.85234 2.13682 3.95803  -0.09
3 O -2.16773 2.06566 3.41438  0.15
4 C -2.75534 3.17170 3.34352  -0.54
5 O -3.83291 3.41389 2.67198  0.02
6 O -2.13291 4.14093 4.00504  0.10
7 H -0.09023 4.06889 4.53902  0.14
8 H -1.22097 3.29804 5.70520  0.14
9 H -0.56009 1.56781 4.84062  0.13
10 H -0.13367 2.07637 3.14076  0.08
11 C 4.93386 4.18962 -1.15968  -0.05
12 C 5.27991 2.79168 -1.55472  -0.08
13 O 4.25901 2.00789 -0.98499  0.06
14 C 3.72851 2.59958 0.04148  -0.49
15 O 2.77238 2.15401 0.70691  -0.03
16 O 4.12612 3.88195 0.03098  0.10
17 H 4.39261 4.71003 -1.94981  0.14
18 H 5.80728 4.81090 -0.96158  0.14
19 H 6.27477 2.55497 -1.17747  0.15
20 H 5.32277 2.66751 -2.63677  0.15
21 C 0.86711 1.30955 0.41080  -0.22
22 C 0.26845 0.51418 1.54867  -0.06
23 O -0.50447 -0.43621 0.86279  0.00
24 C -0.85058 0.03717 -0.31927  -0.42
25 O -1.77810 -0.44996 -1.04739  -0.03
26 O 0.02586 1.04766 -0.63486  0.13
27 H 1.78472 0.75035 0.22808  0.11
28 H 1.03904 2.35592 0.66308  0.12
29 H -0.19138 1.24736 2.21132  0.08
30 H 1.02590 0.08096 2.20189  0.12
31 C 3.76617 0.86501 2.39129  -0.11
32 C 4.02262 2.28753 2.75611  -0.12
33 O 3.44439 2.51718 4.01206  0.12
34 C 2.48546 1.65226 4.15849  -0.46
35 O 1.64827 1.75335 5.04146  0.12
36 O 2.54313 0.65839 3.10344  0.01
37 H 4.37568 0.01915 2.70927  0.15
38 H 3.61565 0.78755 1.31452  0.08
39 H 3.73673 3.09666 2.08403  0.12
40 H 5.08373 2.52674 2.82636  0.14
41 C -2.99003 5.03836 0.62861  -0.07
42 C -3.64304 3.68815 0.38357  -0.13
43 O -2.55488 2.80948 0.65816  0.04
44 C -1.39565 3.46743 0.55478  -0.49
45 O -0.35282 2.91330 0.79321  0.09
46 O -1.57485 4.77437 0.48453  0.11
47 H -3.07746 5.40442 1.65157  0.12
48 H -3.36315 5.85973 0.01686  0.13
49 H -3.94651 3.53562 -0.65216  0.10
50 H -4.53050 3.41855 0.95613  0.14
51 C -4.52546 0.04115 -1.97327  -0.02
52 C -3.78236 1.24324 -1.29546  -0.11
53 O -3.58152 0.78132 -0.01302  0.03
54 C -4.04989 -0.45643 0.18337  -0.53
55 O -4.07349 -0.97851 1.28912  0.16
56 O -4.45054 -0.96769 -0.94719  -0.01
57 H -3.84451 -0.07779 -2.81604  0.12
58 H -5.46666 0.02542 -2.52279  0.14
59 H -4.34945 2.17112 -1.36975  0.11
60 H -2.75092 1.24400 -1.64795  0.13
61 C 3.63264 -0.23053 -0.79567  -0.01
62 O 3.19562 -0.70330 0.48616  -0.08
63 C 2.33673 -1.81174 0.43105  -0.45
64 O 1.87312 -2.39029 -0.55954  0.12
65 O 1.97184 -2.06515 1.66431  0.02
66 C 1.17623 -3.18415 1.94076  -0.04
67 H 2.91033 -0.29250 -1.60963  0.11
68 H 4.47900 -0.82312 -1.14295  0.12
69 H 3.85333 0.83635 -0.82993  -0.03
70 H 0.25905 -2.99075 1.38445  0.04
71 H 0.93433 -3.20503 3.00337  0.12
72 H 1.55124 -4.14540 1.58938  0.12
73 C -1.41697 -2.22468 1.63600  -0.03
74 O -1.44273 -3.48449 0.95902  0.03
75 C -2.46839 -4.07592 0.39939  -0.53
76 O -2.38209 -5.13799 -0.24513  0.07
77 O -3.56039 -3.29927 0.47658  -0.02
78 C -4.78828 -3.54105 -0.29239  0.00
79 H -0.39865 -2.00073 1.95375  0.06
80 H -2.15070 -2.14764 2.43837  0.13
81 H -1.56583 -1.52581 0.81288  0.08
82 H -4.44085 -3.79743 -1.29323  0.09
83 H -5.47837 -2.72278 -0.49805  0.10
84 H -5.35085 -4.42495 0.00815  0.10
85 C -0.13064 -4.29550 -4.12077  0.00
86 O -1.08423 -3.57501 -3.28165  -0.02
87 C -1.80272 -4.22318 -2.45298  -0.48
88 O -1.72510 -5.48906 -2.21353  0.05
89 O -2.82796 -3.43102 -1.93509  -0.07
90 C -2.70865 -2.06001 -1.93941  -0.10
91 H -0.71414 -4.92076 -4.79657  0.10
92 H 0.61342 -4.88750 -3.58785  0.10
93 H 0.45359 -3.55964 -4.67327  0.09
94 H -1.84436 -1.64222 -1.42313  -0.01
95 H -3.63661 -1.72095 -1.47894  -0.03
96 H -2.63393 -1.65064 -2.94685  0.12
97 C 4.00678 -2.69711 -4.51704  -0.03
98 O 2.99475 -1.86646 -3.93497  0.04
99 C 2.05967 -2.41475 -3.21698  -0.62
100 O 1.86379 -3.58011 -2.99502  0.09
101 O 1.38494 -1.44967 -2.58291  -0.01
102 C 0.16612 -1.61757 -1.96961  -0.05
103 H 5.05378 -2.40222 -4.44693  0.09
104 H 3.83599 -2.97045 -5.55830  0.10
105 H 4.19031 -3.57596 -3.89894  0.09
106 H -0.58265 -1.60677 -2.76164  0.12
107 H 0.00718 -0.78927 -1.27915  0.08
108 H 0.09102 -2.55451 -1.41770  0.13

Forces on atoms 1 to 3 (eV/Å):
C 1.3 0.1 -0.3
C -0.1 2.7 1.6
O 0.8 -4.6 -0.3

For the frontier orbital gap, the calculation gives 7.2160 eV. The charge is 0. The calculation puts the energy relative to the best compared isomer or geometry (same formula, charge and spin) at 639.0 kcal/mol.

# 4
ORCA calculation (the ωB97M-V functional and the def2-TZVPD basis) on the molecule C15H19N3O.

Each line ends with the Löwdin charge.
Atoms and positions in Å:
1 C 1.38067 2.04833 3.38432  0.01
2 C 1.98238 1.91360 2.21849  -0.15
3 C 2.25970 0.59014 1.56302  -0.13
4 N 1.65912 0.52669 0.25429  0.02
5 C 0.34120 0.29832 -0.03042  -0.26
6 N 0.06797 0.35240 -1.30338  0.17
7 C 1.25640 0.64005 -1.92681  -0.22
8 C 1.54871 0.81245 -3.27407  -0.02
9 C 2.85283 1.10629 -3.61257  -0.10
10 C 3.85152 1.22833 -2.64511  -0.10
11 C 3.58247 1.06005 -1.30147  -0.02
12 C 2.27501 0.76291 -0.95317  -0.16
13 H 4.36208 1.15958 -0.56028  0.10
14 H 4.85900 1.46129 -2.95635  0.10
15 H 3.11384 1.24728 -4.65094  0.10
16 H 0.77498 0.71774 -4.01879  0.11
17 C -0.68243 0.03340 1.01833  -0.09
18 N -1.90366 -0.43691 0.41112  0.07
19 C -2.49129 -1.58670 0.82430  -0.50
20 O -2.13569 -2.16861 1.82871  0.06
21 C -3.63127 -2.05696 -0.06148  -0.12
22 H -3.22040 -2.81844 -0.72983  0.12
23 H -4.00055 -1.23021 -0.66990  0.11
24 C -4.76389 -2.66102 0.76837  -0.26
25 C -5.49698 -1.59302 1.57001  -0.11
26 H -6.29828 -2.03856 2.15460  0.07
27 H -4.80851 -1.09873 2.25115  0.07
28 H -5.92891 -0.84353 0.90909  0.07
29 H -4.33525 -3.39579 1.45146  0.11
30 H -5.46575 -3.17305 0.10685  0.10
31 H -2.07591 -0.07690 -0.51602  0.12
32 H -0.86651 0.95449 1.59155  0.13
33 H -0.34806 -0.73969 1.72054  0.13
34 H 3.33927 0.45588 1.44010  0.13
35 H 1.87464 -0.22744 2.17960  0.13
36 H 2.29934 2.77784 1.64976  0.11
37 H 1.19889 3.01454 3.82221  0.06
38 H 1.05584 1.19493 3.95699  0.06

Forces on atoms 1 to 3 (eV/Å):
C 0.0 0.1 0.1
C 0.1 -0.1 -0.1
C 0.1 0.1 0.3

For the frontier orbital gap, the calculation gives 9.4016 eV. The charge is 0. The calculation puts the energy relative to the best compared isomer or geometry (same formula, charge and spin) at 27.6 kcal/mol. As for the SMILES: C=CCn1c(CNC(=O)CCC)nc2ccccc21.

What did the fourth record say?
ORCA calculation (the ωB97M-V functional and the def2-TZVPD basis) on the molecule C15H19N3O.

Each line ends with the Löwdin charge.
Atoms and positions in Å:
1 C 1.38067 2.04833 3.38432  0.01
2 C 1.98238 1.91360 2.21849  -0.15
3 C 2.25970 0.59014 1.56302  -0.13
4 N 1.65912 0.52669 0.25429  0.02
5 C 0.34120 0.29832 -0.03042  -0.26
6 N 0.06797 0.35240 -1.30338  0.17
7 C 1.25640 0.64005 -1.92681  -0.22
8 C 1.54871 0.81245 -3.27407  -0.02
9 C 2.85283 1.10629 -3.61257  -0.10
10 C 3.85152 1.22833 -2.64511  -0.10
11 C 3.58247 1.06005 -1.30147  -0.02
12 C 2.27501 0.76291 -0.95317  -0.16
13 H 4.36208 1.15958 -0.56028  0.10
14 H 4.85900 1.46129 -2.95635  0.10
15 H 3.11384 1.24728 -4.65094  0.10
16 H 0.77498 0.71774 -4.01879  0.11
17 C -0.68243 0.03340 1.01833  -0.09
18 N -1.90366 -0.43691 0.41112  0.07
19 C -2.49129 -1.58670 0.82430  -0.50
20 O -2.13569 -2.16861 1.82871  0.06
21 C -3.63127 -2.05696 -0.06148  -0.12
22 H -3.22040 -2.81844 -0.72983  0.12
23 H -4.00055 -1.23021 -0.66990  0.11
24 C -4.76389 -2.66102 0.76837  -0.26
25 C -5.49698 -1.59302 1.57001  -0.11
26 H -6.29828 -2.03856 2.15460  0.07
27 H -4.80851 -1.09873 2.25115  0.07
28 H -5.92891 -0.84353 0.90909  0.07
29 H -4.33525 -3.39579 1.45146  0.11
30 H -5.46575 -3.17305 0.10685  0.10
31 H -2.07591 -0.07690 -0.51602  0.12
32 H -0.86651 0.95449 1.59155  0.13
33 H -0.34806 -0.73969 1.72054  0.13
34 H 3.33927 0.45588 1.44010  0.13
35 H 1.87464 -0.22744 2.17960  0.13
36 H 2.29934 2.77784 1.64976  0.11
37 H 1.19889 3.01454 3.82221  0.06
38 H 1.05584 1.19493 3.95699  0.06

Forces on atoms 1 to 3 (eV/Å):
C 0.0 0.1 0.1
C 0.1 -0.1 -0.1
C 0.1 0.1 0.3

For the frontier orbital gap, the calculation gives 9.4016 eV. The charge is 0. The calculation puts the energy relative to the best compared isomer or geometry (same formula, charge and spin) at 27.6 kcal/mol. As for the SMILES: C=CCn1c(CNC(=O)CCC)nc2ccccc21.